Computed, not measured: a structure of composition C40H43F4N2O3PRbS at a distorted geometry, with wB97M-V/def2-TZVPD.

**HOMO**: -3.78 eV
**Relative energy (zero: lowest compared OMol25 entry of this formula, charge and spin)**: 0.354 eV
**Energy**: -3048.440003 Ha
**Net charge**: -1
**F_max**: 2.2 eV/Å

Atoms and positions in Å:
Rb 0.65098 -1.33253 0.25680
C -1.22740 -1.39699 4.50140
C 0.10462 -0.85423 4.04405
C 0.20538 0.50201 3.63149
C -0.98256 1.42552 3.68392
C 1.46095 0.99974 3.13863
C 1.64673 2.41262 2.71185
C 2.59527 0.14253 3.02897
C 3.92997 0.66247 2.59400
C 2.45217 -1.23793 3.37937
C 3.59502 -2.18488 3.10950
C 1.25604 -1.69678 4.01298
C 1.24826 -3.05875 4.62846
H -2.07573 -0.96446 3.93217
H -1.43708 -1.20479 5.57382
H -1.28113 -2.49326 4.37958
H -1.44918 1.57657 2.69180
H -0.70866 2.44126 4.06042
H -1.78518 1.05606 4.35738
H 0.70314 2.96817 2.65106
H 2.15112 2.42073 1.72970
H 2.33899 2.95696 3.38912
H 4.05645 0.63942 1.50074
H 4.76060 0.05175 2.99632
H 4.07084 1.69192 2.94093
H 3.25918 -3.24397 3.03836
H 4.37757 -2.13539 3.90613
H 4.09770 -1.89951 2.17073
H 1.02430 -3.85251 3.89204
H 0.50768 -3.15400 5.44690
H 2.24118 -3.29137 5.06827
C -1.98181 -1.04944 -1.79136
N -2.35888 -1.92393 -2.88781
C -3.77272 -2.17458 -2.86342
C -1.46423 -3.03505 -3.13720
C -1.60828 -4.25841 -2.20807
N -1.26163 -3.92519 -0.84740
C -1.60994 -4.78358 0.09501
C -1.24794 -4.47995 1.46679
F -0.49113 -3.36432 1.68623
C -1.62757 -5.21026 2.54966
F -1.23547 -4.80462 3.79912
C -2.42536 -6.36080 2.42750
C -2.77043 -6.72555 1.11561
F -3.53345 -7.83298 0.97189
C -2.37830 -6.00531 -0.00634
F -2.79729 -6.44516 -1.22398
H -2.04937 -1.59233 -0.82659
H -2.71138 -0.23289 -1.70576
H -0.98846 -0.58047 -1.97290
H -4.07593 -2.71982 -3.76321
H -4.30939 -1.18762 -2.85202
H -4.13227 -2.76602 -1.98855
H -0.42970 -2.62075 -3.08231
H -1.61338 -3.35191 -4.19142
H -0.97581 -5.06466 -2.61694
H -2.65802 -4.61754 -2.31253
H -2.75802 -6.92272 3.30070
O 2.30591 -0.75539 -1.84541
S 2.79275 0.48576 -1.24821
O 4.13026 0.44290 -0.71039
O 1.87349 1.12039 -0.27417
C 2.69406 1.62543 -2.58971
C 3.86408 1.82617 -3.32171
C 3.80010 2.65946 -4.41563
C 2.60424 3.29333 -4.72589
C 1.44629 3.10315 -3.98081
C 1.47347 2.24487 -2.87723
P 0.07765 2.08174 -1.75312
C -1.25811 2.63867 -2.81587
C -1.70539 1.77922 -3.82257
C -2.69964 2.20016 -4.69055
C -3.19466 3.50364 -4.62824
C -2.68934 4.37965 -3.68363
C -1.69867 3.96067 -2.79823
C 0.25996 3.42626 -0.58274
C 1.43375 4.19889 -0.49707
C 1.49983 5.26148 0.39449
C 0.40567 5.56294 1.18307
C -0.76857 4.82040 1.09460
C -0.83596 3.74761 0.21867
H 4.78699 1.29969 -3.00848
H 4.69840 2.86033 -5.02690
H 2.58016 3.98743 -5.56962
H 0.53901 3.61873 -4.25567
H -1.28271 0.76495 -3.87989
H -3.11675 1.45741 -5.38132
H -3.95777 3.85199 -5.31920
H -3.06731 5.39590 -3.61442
H -1.24256 4.71202 -2.15673
H 2.29724 3.97997 -1.12404
H 2.42825 5.84869 0.46981
H 0.44053 6.44062 1.84391
H -1.66414 5.09005 1.69110
H -1.77160 3.17426 0.12016

Here are the Löwdin charges for atoms 1 to 8, given in e:
1. Rb 0.91
2. C -0.05
3. C -0.19
4. C -0.18
5. C -0.06
6. C -0.18
7. C -0.05
8. C -0.19


Computed, not measured: the molecule C5H7FN2O2 at a distorted geometry, with wB97M-V/def2-TZVPD.

**HOMO**: -10.70 eV
**Relative energy (zero: lowest compared OMol25 entry of this formula, charge and spin)**: 0.455 eV
**Structure (SMILES)**: C[C@](C#N)(CF)OC(N)=O
**Energy**: -554.544373 Ha
**F_max**: 4.4 eV/Å

Atoms and positions in Å:
C -1.97705 -0.23231 0.20678
C -0.55198 0.02627 -0.32072
C -0.62002 1.01694 -1.38177
N -0.82704 1.77694 -2.23758
C -0.07993 -1.48631 -1.07046
F 0.28458 -2.35227 -0.04662
O 0.32430 0.47324 0.64619
C 1.60398 0.82009 0.49344
N 2.09534 1.15951 1.79003
O 2.24143 0.73458 -0.55596
H -1.89537 -1.31842 0.63012
H -2.92122 -0.05732 -0.41586
H -2.12147 0.50901 0.98405
H -0.94182 -1.92873 -1.51334
H 0.78683 -1.47899 -1.74316
H 3.11712 1.06389 1.90826
H 1.48231 1.27386 2.62660

Here are the natural (NBO) charges for atoms 1 to 8, given in e:
1. C -0.64
2. C 0.15
3. C 0.24
4. N -0.29
5. C 0.07
6. F -0.37
7. O -0.52
8. C 0.90


Computed, not measured: a structure of composition C4H10IrO2 at a distorted geometry, with wB97M-V/def2-TZVPD.

**HOMO (alpha / beta)**: -16.45 / -20.02 eV
**2S+1**: 6
**Energy**: -411.948372 Ha
**Net charge**: +2
**F_max**: 5.7 eV/Å

Atoms and positions in Å:
H -0.03887 -1.64029 -1.69521
C 0.48306 -1.72201 1.16966
O 0.46777 -0.34177 0.83808
C -0.05996 0.08843 -0.42154
C 0.65209 -0.82958 -1.42789
H 0.44253 -1.78622 2.26187
H -0.34508 -2.19618 0.62534
H 1.39615 -2.24944 0.86383
H -0.81892 0.32031 -1.19220
H 1.60756 -1.28195 -1.13642
H 0.83387 -0.24905 -2.34151
H -1.39318 0.82269 -0.02144
C -1.12651 2.32230 0.19819
O 0.12840 1.90911 0.28740
Ir 1.04460 1.20168 1.93230
H -1.25925 3.37069 0.50133
H -2.01426 2.26130 -0.44177

Here are the natural (NBO) charges for atoms 1 to 8, given in e:
1. H 0.27
2. C -0.28
3. O -0.55
4. C -0.06
5. C -0.69
6. H 0.24
7. H 0.24
8. H 0.25


Computed, not measured: a structure of composition H3NOSi at a distorted geometry, with wB97M-V/def2-TZVPD.

**HOMO (alpha / beta)**: -7.70 / -7.70 eV
**Relative energy (zero: lowest compared OMol25 entry of this formula, charge and spin)**: 4.919 eV
**Energy**: -421.132176 Ha
**F_max**: 3.0 eV/Å

Atoms and positions in Å:
N 0.56563 -1.60235 -0.17478
O -0.37975 -2.28199 -0.44437
Si 0.00181 0.75420 0.12496
H -0.94646 0.73545 1.22420
H 1.32849 1.25391 0.42186
H -0.56972 1.14079 -1.15186

Quick look at the natural (NBO) charges, all values in e:
1. N 0.02
2. O -0.26
3. Si 0.72
4. H -0.16
5. H -0.16
6. H -0.16


Computed, not measured: a cluster of 2 separate species, C5H3NO in total at a distorted geometry, with wB97M-V/def2-TZVPD.

**HOMO**: -9.37 eV
**Relative energy (zero: lowest compared OMol25 entry of this formula, charge and spin)**: 5.383 eV
**Energy**: -322.093986 Ha
**F_max**: 4.0 eV/Å

Atoms and positions in Å:
N -2.93508 -0.16663 0.83257
C -1.80316 -0.24986 0.86789
C -0.43437 -0.29143 0.64574
C 0.76933 -0.33023 1.20061
O 1.85070 -0.02735 0.61902
C 1.15164 0.41364 -1.36242
C -0.10201 0.40054 -1.26897
H 0.39333 -0.89718 2.18787
H 2.10092 0.53334 -1.85762
H -0.99130 0.61514 -1.86469

Here are the natural (NBO) charges for atoms 1 to 8, given in e:
1. N -0.28
2. C 0.20
3. C -0.14
4. C 0.22
5. O -0.55
6. C 0.07
7. C -0.30
8. H 0.25


Computed, not measured: a cluster of 2 separate species, C28H39FI2N3O6S2 in total at a distorted geometry, with wB97M-V/def2-TZVPD.

**HOMO**: -4.39 eV
**Energy**: -3197.553739 Ha
**Net charge**: -1
**F_max**: 4.1 eV/Å

Atoms and positions in Å:
C -4.13275 -5.07123 -0.17047
C -2.63315 -4.74750 -0.47023
C -2.45302 -3.80675 -1.67824
C -2.54025 -2.30142 -1.28559
C -1.21512 -1.64060 -1.66056
C -1.13759 -0.11290 -1.36431
C -1.61229 0.27063 0.05937
C -0.62464 1.23249 0.86714
N -1.49869 1.85506 1.85452
C -2.11357 1.02360 2.85956
C -2.86166 1.95776 3.87217
O -0.54732 2.25037 -0.19057
S 0.56633 3.35992 -0.27219
O 0.56957 3.81402 -1.63154
O 0.33265 4.48034 0.58967
C 2.13553 2.46870 -0.10817
N 3.32283 3.25094 0.17212
C 3.96329 3.70408 -1.08635
C 3.27765 4.33697 1.11606
C 3.74863 4.10932 2.56156
O 3.01018 5.47672 0.79748
C 2.11578 1.08981 0.68936
F 3.06074 1.31439 1.69208
C 2.81069 0.00771 -0.14668
C 2.55677 -0.21517 -1.48161
C 3.23594 -1.15292 -2.21709
C 4.21224 -1.91651 -1.62991
C 4.46078 -1.72955 -0.28362
C 3.77601 -0.78881 0.43391
C 0.69829 0.58008 1.37641
N 0.64710 -0.82470 0.86177
C 0.02665 -1.69245 1.44286
S -0.81742 -2.74224 2.22926
C 1.08345 0.53979 2.89296
I 2.08969 -1.17947 3.75455
C 0.99335 1.53346 3.78682
C 0.56586 2.94342 3.43536
I 1.53187 1.41241 5.86552
H -4.29600 -4.97521 0.91206
H -4.37700 -6.10482 -0.42264
H -4.76645 -4.34448 -0.68362
H -2.15775 -4.36184 0.44008
H -2.15152 -5.71734 -0.65710
H -3.18910 -4.05364 -2.44146
H -1.46832 -4.04325 -2.09749
H -3.39506 -1.86643 -1.81035
H -2.75053 -2.29962 -0.20596
H -0.39463 -2.13264 -1.11861
H -1.03549 -1.82481 -2.72466
H -0.06850 0.11466 -1.42831
H -1.68779 0.41433 -2.14438
H -1.99178 -0.55580 0.65752
H -2.48502 0.91360 -0.09737
H -2.11315 2.53483 1.43606
H -2.90879 0.35866 2.48368
H -1.44709 0.40406 3.45983
H -3.94248 1.92145 3.69488
H -2.68711 1.67383 4.91150
H -2.58196 3.00246 3.70291
H 2.32552 2.14712 -1.13453
H 4.54038 2.88592 -1.52549
H 4.64725 4.52469 -0.86498
H 3.21957 4.10010 -1.78703
H 4.27733 3.15983 2.66384
H 2.94917 4.25177 3.28472
H 4.49252 4.89474 2.73098
H 1.82431 0.38733 -2.01615
H 3.01248 -1.25701 -3.27352
H 4.76512 -2.63354 -2.22669
H 5.24034 -2.32992 0.17488
H 4.04235 -0.69892 1.47838
H -0.49103 3.15260 3.52495
H 1.00286 3.18219 2.46729
H 1.05769 3.62625 4.14007
C -3.86058 -2.88930 -6.45611
C -3.38845 -3.32593 -5.05276
O -3.61942 -2.52017 -4.11668
O -2.82469 -4.44044 -5.00162
H -4.34215 -1.91062 -6.42589
H -3.00590 -2.83720 -7.13423
H -4.57355 -3.61728 -6.84933

Here are the Löwdin charges for atoms 1 to 8, given in e:
1. C -0.11
2. C -0.26
3. C -0.21
4. C -0.21
5. C -0.20
6. C -0.15
7. C -0.10
8. C -0.33


Question: The lowest F_max belongs to which entry?
Answer: C40H43F4N2O3PRbS


Question: Which of these has the lowest energy?
Answer: C28H39FI2N3O6S2